DFT (ωB97M-V/def2-TZVPD) results for one molecule with the formula C2H6N4O.

XYZ file:
```
13
Properties=species:S:1:pos:R:3:forces:R:3
C -0.618685 -0.223278 0.440819 1.220 -1.876 -0.109
N -1.147314 -0.433181 1.673233 -0.078 -0.166 0.321
N 1.215623 1.440078 -0.976838 0.092 -1.227 -0.078
C -0.133077 1.304285 -1.111210 -1.112 2.031 0.405
O 0.633083 -2.073162 0.710935 0.009 -0.626 -0.030
N 0.204395 -1.047588 -0.167047 -0.167 0.813 0.602
N -1.021424 0.859453 -0.260290 0.596 0.512 -2.181
H 1.123352 -2.667506 0.117413 -0.388 0.357 0.356
H -2.057663 -0.013236 1.793247 0.133 -0.027 0.110
H -1.055064 -1.396814 1.963816 -0.108 0.093 0.181
H 1.735138 1.628342 -1.825280 -0.213 0.080 0.165
H 1.632525 0.700415 -0.414832 0.018 0.302 -0.105
H -0.510890 1.922193 -1.943965 -0.001 -0.266 0.362
```
Forces are in eV/Å.

Results
orbital gap	0.3240	Ha
energy above the lowest of the compared OMol25 structures with the same formula, charge and spin	58.6	kcal/mol
LUMO energy	0.91	eV
charge	0